Below is a cluster of 2 separate species, C4H10N2O2 in total at a distorted geometry, with properties calculated with ωB97M-V with the def2-TZVPD basis set.

```
18
Properties=species:S:1:pos:R:3:forces:R:3
C 1.48237 -0.38763 -0.55550 -1.808 0.325 -0.428
C 0.79848 -0.22104 0.83466 -0.939 -0.699 -1.985
N -0.59266 0.15655 0.90718 -2.802 -1.237 -1.936
C -1.03432 1.50307 0.55628 2.087 0.203 -1.199
N -1.55254 -0.77152 0.28533 0.648 -1.232 3.004
H 1.34088 -1.29496 -1.15589 -0.373 -0.353 0.819
H 1.09489 0.36660 -1.23749 0.190 0.522 0.011
H 2.52260 -0.28210 -0.48131 1.544 0.367 0.224
H 1.14286 0.61910 1.35611 1.921 0.759 0.931
H 0.87882 -1.16130 1.35436 0.296 -0.118 0.677
H -1.27535 1.87928 -0.50099 1.085 -1.181 0.555
H -1.95242 1.66646 0.98768 -2.015 0.296 1.577
H -0.27315 2.14802 0.98962 -0.177 0.518 -0.065
H -1.52318 -1.69442 0.91184 -0.021 2.485 -2.584
H -1.42398 -0.85226 -0.72364 0.342 -0.670 0.426
O -1.75485 -1.85871 -3.08065 -1.241 -1.858 0.911
C -1.18262 -0.97303 -3.50771 1.013 1.422 -0.729
O -0.59117 -0.07785 -3.93455 0.252 0.453 -0.210
```
Positions in Å, forces in eV/Å.

Calculated values
E_LUMO: 0.50 eV
Gap between HOMO and LUMO: 8.909 eV
Energy relative to the best compared isomer or geometry (same formula, charge and spin): 70.3 kcal per mole
SMILES string: CCN(C)N.O=C=O
Molecular weight: 118.1 g/mol

Below is the molecule C4H10N2O2 at a distorted geometry, with properties calculated with ωB97M-V with the def2-TZVPD basis set.

```
18
Properties=species:S:1:pos:R:3:forces:R:3
N 2.88168 -0.91991 0.56218 -0.128 0.244 -1.174
C 1.78996 0.06872 0.56267 0.337 0.766 0.963
N 0.54150 -0.42189 0.01887 -0.243 0.119 0.356
C -0.63163 0.50010 0.03360 0.632 -2.447 -2.133
C -1.53362 0.20175 1.21389 0.204 0.553 0.823
O -1.03335 -0.21776 2.22963 -0.374 -0.202 0.078
C -1.33974 0.04558 -1.31602 -0.891 2.756 2.120
O -2.59462 0.75701 -1.28142 -0.229 -0.457 0.741
H 3.45247 -0.74866 -0.26163 0.096 -0.053 0.093
H 2.49925 -1.84410 0.37478 -0.100 0.057 0.254
H 2.01837 0.99807 0.01601 0.415 -0.467 -0.133
H 1.75883 0.39550 1.60987 -0.685 -0.040 0.063
H 0.27064 -1.25196 0.53605 0.065 0.010 0.062
H -0.27531 1.52204 -0.03438 -0.302 0.271 0.133
H -2.63668 0.36550 1.17177 0.523 0.029 -0.354
H -0.76321 0.45633 -2.13647 0.340 -0.925 -0.245
H -1.52438 -1.01517 -1.18807 0.268 -0.236 -0.811
H -2.88015 1.10885 -2.11132 0.071 0.023 -0.837
```
Positions in Å, forces in eV/Å.

Calculated values
E_LUMO: 0.64 eV
Gap between HOMO and LUMO: 9.661 eV
Energy relative to the best compared isomer or geometry (same formula, charge and spin): 73.2 kcal per mole
SMILES string: NCN[C@H](C=O)CO
Molecular weight: 118.1 g/mol

Below is a cluster of 2 separate species, C4H10N2O2 in total at a distorted geometry, with properties calculated with ωB97M-V with the def2-TZVPD basis set.

```
18
Properties=species:S:1:pos:R:3:forces:R:3
N -2.10618 0.04415 1.44931 0.684 -0.157 0.043
C -1.02567 -0.77231 1.59626 0.598 0.110 -0.773
O -1.06783 -1.98853 1.59908 0.031 0.490 0.013
C 0.37324 -0.03686 1.81286 -2.508 2.142 2.314
O 0.47181 1.18339 1.74684 0.176 -1.910 -0.678
H -1.99432 1.04807 1.52338 -0.043 -0.336 -0.198
H -2.97794 -0.37897 1.15927 0.161 0.216 0.243
H 0.94058 -0.58722 2.58497 0.883 -0.435 -0.980
C 1.92315 -0.32519 -1.38351 -0.524 0.034 0.274
N 0.49246 -0.41463 -1.17285 -1.678 1.434 -0.816
C -0.39841 0.86201 -1.43958 2.320 -2.173 0.915
H 2.16138 0.07412 -2.37382 -0.074 0.043 0.015
H 2.37296 -1.32307 -1.32483 -0.140 0.178 0.057
H 2.38904 0.31515 -0.62882 0.321 0.102 -0.023
H 0.13992 -1.21977 -0.66770 -0.091 0.565 -0.306
H -0.12276 1.60081 -0.68529 -0.212 0.146 0.082
H -1.46732 0.65069 -1.38751 0.295 -0.238 -0.091
H -0.10411 1.26817 -2.40805 -0.200 -0.210 -0.090
```
Positions in Å, forces in eV/Å.

Calculated values
E_LUMO: -0.25 eV
Gap between HOMO and LUMO: 8.020 eV
Energy relative to the best compared isomer or geometry (same formula, charge and spin): 68.9 kcal per mole
SMILES string: NC(=O)C=O.CNC
Molecular weight: 118.1 g/mol

Below is a cluster of 2 separate species, C4H10N2O2 in total at a distorted geometry, with properties calculated with ωB97M-V with the def2-TZVPD basis set.

```
18
Properties=species:S:1:pos:R:3:forces:R:3
C 1.14067 1.55282 0.50370 0.968 0.189 -0.023
N 1.28540 0.19858 0.93233 -1.918 -3.134 -2.324
C 0.88437 -0.89893 0.16678 8.232 2.785 4.029
N 1.49412 -1.11837 -1.02029 -1.659 -0.475 -1.193
O 0.77214 -2.04278 0.87865 -1.016 -0.132 -0.656
H 0.37968 1.75177 -0.26149 -0.060 -0.108 0.151
H 0.92499 2.14537 1.39690 -0.226 0.202 -0.219
H 2.09342 1.93840 0.11440 0.025 0.199 -0.217
H 1.77819 -0.32821 -1.57361 0.080 -0.180 0.121
H 1.72260 -2.06074 -1.29756 -0.243 0.181 -0.212
H 0.46213 -1.76982 1.75826 0.103 0.203 -0.103
C -2.11750 0.44892 -0.68544 0.896 0.398 -0.367
C -1.31514 -0.41063 0.26609 -3.191 2.653 5.218
O -0.91775 0.06567 1.39335 -3.222 -2.150 -4.007
H -1.69179 0.43246 -1.69398 -0.119 0.019 -0.025
H -2.15537 1.47829 -0.32861 0.155 -0.046 -0.009
H -3.14735 0.08804 -0.75796 0.177 -0.283 0.101
H -1.59281 -1.47083 0.20848 1.018 -0.324 -0.264
```
Positions in Å, forces in eV/Å.

Calculated values
E_LUMO (spin up / spin down): -0.40 / -0.42 eV
Gap between HOMO and LUMO (spin up / spin down): 6.637 / 6.598 eV
Energy relative to the best compared isomer or geometry (same formula, charge and spin): 129.8 kcal per mole
SMILES string: C/N=C(\N)O.CC=O
Molecular weight: 118.1 g/mol

Below is a cluster of 2 separate species, C4H10N2O2 in total at a distorted geometry, with properties calculated with ωB97M-V with the def2-TZVPD basis set.

```
18
Properties=species:S:1:pos:R:3:forces:R:3
C -0.70129 -0.53443 -2.28423 0.224 0.034 -2.107
C -0.96492 -1.46130 -1.12549 0.741 0.418 -1.007
N -1.00009 -2.76528 -1.48712 -0.079 -1.846 0.779
O -1.14492 -1.03676 -0.00217 -0.134 -0.556 0.216
H -0.45658 -1.00372 -3.25469 -0.526 -0.704 0.472
H 0.16600 0.11886 -2.29346 -0.068 0.353 1.262
H -1.59325 0.04097 -2.50990 -0.074 0.324 0.329
H -1.06172 -3.51254 -0.80022 -0.215 0.768 0.329
H -0.79030 -3.19259 -2.37533 0.063 1.056 -0.299
C 0.64600 1.58759 2.85942 -0.271 0.847 1.024
C 1.26745 1.85193 1.53981 0.485 -0.932 -1.577
N 0.70370 1.13383 0.52424 -0.564 -0.313 0.325
O 2.24175 2.54560 1.30052 -0.214 0.347 0.728
H -0.39874 1.29516 2.76599 0.139 -0.347 -0.005
H 0.65049 2.50527 3.44668 0.132 0.059 0.018
H 1.23928 0.86518 3.42189 -0.150 -0.144 -0.158
H 1.17707 1.18043 -0.34883 0.319 0.120 -0.462
H 0.02009 0.38179 0.62290 0.190 0.517 0.135
```
Positions in Å, forces in eV/Å.

Calculated values
E_LUMO: 0.53 eV
Gap between HOMO and LUMO: 9.826 eV
Energy relative to the best compared isomer or geometry (same formula, charge and spin): 15.3 kcal per mole
SMILES string: CC(N)=O.CC(N)=O
Molecular weight: 118.1 g/mol

Below is the molecule C4H10N2O2 at a distorted geometry, with properties calculated with ωB97M-V with the def2-TZVPD basis set.

```
18
Properties=species:S:1:pos:R:3:forces:R:3
H 1.99191 -0.41854 0.61548 -0.281 0.000 0.018
N 1.76585 0.10309 -0.22391 -0.225 0.101 -0.459
C 0.55482 0.48057 -0.29814 0.820 0.997 1.413
C -0.52805 0.28411 0.74747 -0.075 -0.728 -0.450
C -1.10161 -1.12586 0.58447 0.693 0.458 -1.856
N -0.34120 -2.07724 1.34954 0.071 -0.216 0.367
O -2.43818 -1.09664 0.97678 -0.337 -0.275 0.117
O 0.14082 1.32435 -1.26342 -0.369 -0.202 0.030
C 1.10538 2.19672 -1.83069 0.375 0.053 -0.413
H -1.33805 0.98655 0.55527 0.127 0.015 0.140
H -0.12936 0.38556 1.75837 -0.009 0.192 -0.065
H -0.97404 -1.29341 -0.55520 -0.792 -0.332 1.312
H 0.64336 -2.00999 1.11085 -0.154 -0.154 0.015
H -0.64621 -3.02940 1.17073 0.169 0.071 -0.133
H -2.71897 -1.98253 1.23831 0.045 0.153 -0.055
H 2.06278 1.69424 -1.95536 -0.050 0.028 -0.057
H 0.71133 2.50787 -2.79976 0.063 0.000 0.164
H 1.23939 3.07055 -1.18077 -0.068 -0.163 -0.088
```
Positions in Å, forces in eV/Å.

Calculated values
E_LUMO: 0.83 eV
Gap between HOMO and LUMO: 10.523 eV
Energy relative to the best compared isomer or geometry (same formula, charge and spin): 54.7 kcal per mole
SMILES string: [H]/N=C(\C[C@@H](N)O)OC
Molecular weight: 118.1 g/mol

Below is a structure of composition C4H10N2O2 at a distorted geometry, with properties calculated with ωB97M-V with the def2-TZVPD basis set.

```
18
Properties=species:S:1:pos:R:3:forces:R:3
C -1.82072 -0.82827 0.29560 0.118 -0.147 0.580
C -1.06695 0.45546 0.58638 -0.234 1.353 -2.158
O 0.44756 -0.46668 1.82092 1.084 0.330 -0.768
O -1.63071 1.44946 0.99910 0.318 -0.676 0.398
H 0.12770 -1.34159 2.07276 0.248 -0.256 -0.416
H -2.65851 -0.60721 -0.36553 0.017 0.099 0.044
H -2.21265 -1.20617 1.23937 -0.158 -0.043 -0.059
H -1.19628 -1.59341 -0.15877 0.086 -0.001 0.002
C 0.03786 0.66532 -1.71850 0.120 -0.027 0.231
N 2.37952 -0.15034 0.22105 0.248 -0.023 0.349
C 0.27076 0.65520 -0.21339 -1.102 0.103 0.564
N 1.09876 -0.45986 0.16825 -0.447 -0.686 1.588
H 2.63463 0.73410 0.66492 -0.191 -0.114 -0.075
H 2.96543 -0.92525 0.50798 -0.119 0.103 -0.127
H 0.68454 1.61532 0.12489 0.025 -0.128 0.034
H -0.68993 1.44219 -1.94894 0.095 0.069 -0.106
H -0.34972 -0.29185 -2.06142 -0.035 -0.058 0.024
H 0.97873 0.85356 -2.23465 -0.071 0.102 -0.105
```
Positions in Å, forces in eV/Å.

Calculated values
E_LUMO: 0.88 eV
Gap between HOMO and LUMO: 9.971 eV
Energy relative to the best compared isomer or geometry (same formula, charge and spin): 106.8 kcal per mole
Molecular weight: 118.1 g/mol

Below is a cluster of 2 separate species, C4H10N2O2 in total at a distorted geometry, with properties calculated with ωB97M-V with the def2-TZVPD basis set.

```
18
Properties=species:S:1:pos:R:3:forces:R:3
C 0.33041 -1.52609 -1.61000 0.588 1.014 -0.072
C -0.21204 -1.31816 -0.22059 -2.638 -2.411 0.132
N 0.52648 -1.94223 0.76611 -0.081 0.781 0.429
O -1.40652 -1.00812 -0.02662 2.437 -0.279 -0.598
H 1.42246 -1.46998 -1.59343 -0.072 -0.040 -0.187
H 0.03901 -2.50670 -1.98869 -0.121 0.089 0.185
H -0.06007 -0.74454 -2.26580 0.029 -0.208 -0.009
H 0.22634 -1.69002 1.70145 -0.094 -0.195 -0.153
H 1.53642 -1.92833 0.71776 -0.137 0.105 -0.350
C 0.07264 2.13458 -0.38709 -0.073 -0.638 -0.712
C 0.15237 1.17309 0.77062 -1.048 2.044 3.127
N -1.05829 1.06718 1.49055 1.805 0.606 -0.764
O 1.21019 0.84907 1.30749 -0.741 -0.497 -1.123
H 0.80901 1.85277 -1.14303 -0.032 0.161 0.075
H 0.29060 3.14260 -0.02580 0.047 -0.202 0.051
H -0.92109 2.12518 -0.84157 0.120 0.046 0.007
H -1.93467 1.34490 1.06119 0.400 -0.605 0.242
H -1.02326 0.44479 2.28745 -0.391 0.231 -0.280
```
Positions in Å, forces in eV/Å.

Calculated values
E_LUMO: 0.85 eV
Gap between HOMO and LUMO: 10.192 eV
Energy relative to the best compared isomer or geometry (same formula, charge and spin): 23.1 kcal per mole
SMILES string: CC(N)=O.CC(N)=O
Molecular weight: 118.1 g/mol

Below is a cluster of 2 separate species, C4H10N2O2 in total at a distorted geometry, with properties calculated with ωB97M-V with the def2-TZVPD basis set.

```
18
Properties=species:S:1:pos:R:3:forces:R:3
N 2.92692 0.10206 -1.98617 -0.183 0.729 0.349
O 2.06791 -0.34684 -0.94731 -0.864 0.201 1.777
C 2.44324 0.15858 0.40633 5.383 -1.224 -3.530
N 2.71372 -0.91239 1.21493 -1.421 -0.564 0.629
O 3.13658 1.15323 0.45185 -2.035 0.399 0.728
H 3.88783 0.08423 -1.63484 -0.190 -0.226 0.152
H 2.74446 1.10222 -2.09556 -0.117 -0.162 -0.037
H 2.43970 -1.83405 0.92145 -0.326 0.177 -0.246
H 3.57889 -0.91977 1.73081 -0.261 0.672 0.165
C -1.81617 0.93536 -0.34084 -2.312 -0.593 0.317
C -2.65070 -0.13802 -0.32044 -0.799 2.748 -0.484
C -3.50369 -0.46964 0.86458 0.341 -0.653 1.057
H -1.62079 1.46298 0.58338 0.502 -0.282 0.254
H -1.90674 1.60796 -1.18201 1.126 -0.444 -0.661
H -3.20158 -0.33734 -1.23700 0.758 -0.475 -0.372
H -4.49453 -0.83799 0.59007 0.213 -0.051 -0.284
H -3.68217 0.42123 1.47497 0.205 -0.144 -0.006
H -3.06286 -1.23179 1.50580 -0.018 -0.108 0.193
```
Positions in Å, forces in eV/Å.

Calculated values
E_LUMO: 0.32 eV
Gap between HOMO and LUMO: 9.668 eV
Energy relative to the best compared isomer or geometry (same formula, charge and spin): 124.7 kcal per mole
SMILES string: NOC(N)=O.C=CC
Molecular weight: 118.1 g/mol

Below is a cluster of 2 separate species, C4H10N2O2 in total, with properties calculated with ωB97M-V with the def2-TZVPD basis set.

```
18
Properties=species:S:1:pos:R:3:forces:R:3
C 2.32613 -0.07892 -1.74516 0.399 -0.070 -0.177
C 1.89153 0.50178 -0.43420 -0.219 0.130 0.013
N 2.64767 0.21033 0.64926 0.179 0.037 0.559
O 0.91306 1.22365 -0.35133 -0.083 -0.083 0.037
H 2.65987 0.74307 -2.37407 -0.063 0.103 -0.084
H 1.48979 -0.55911 -2.24406 -0.062 -0.029 0.030
H 3.16113 -0.76927 -1.65280 -0.037 -0.152 0.024
H 2.40090 0.64728 1.52352 -0.084 -0.018 -0.097
H 3.45737 -0.38301 0.65443 -0.067 0.000 -0.306
C -2.37550 0.89714 0.91676 -0.002 -0.147 0.735
C -2.76137 -0.56480 0.88058 0.100 0.062 -0.216
N -1.91563 -1.34694 0.14968 0.065 -0.056 0.012
O -3.75144 -1.01275 1.42384 0.086 0.018 0.032
H -1.34982 1.07471 0.61678 0.068 0.069 -0.364
H -2.46093 1.24824 1.94828 -0.198 -0.051 -0.103
H -3.08563 1.45091 0.31354 0.009 0.163 -0.157
H -2.12078 -2.32698 0.05971 -0.028 0.020 -0.020
H -1.12636 -0.95532 -0.33477 -0.062 0.004 0.082
```
Positions in Å, forces in eV/Å.

Calculated values
E_LUMO: 0.55 eV
Gap between HOMO and LUMO: 10.002 eV
Energy relative to the best compared isomer or geometry (same formula, charge and spin): 7.3 kcal per mole
SMILES string: CC(N)=O.CC(N)=O
Molecular weight: 118.1 g/mol

We obtain E values of -11383.853 -11383.730 -11383.917 -11381.273 -11386.240 -11384.529 -11382.273 -11385.900 -11381.496 -11386.588 eV for the records listed above, in that order.